Formula: C6H15N2
Source: OMol25
Level of theory: ωB97M-V/def2-TZVPD

Atoms and positions in Å:
C: -0.22 0.70 -0.04
C: -0.54 -0.75 0.07
C: 0.52 1.61 0.96
C: -1.41 1.63 -0.39
C: 0.13 -1.63 1.01
C: 2.89 -0.27 -0.82
N: 0.27 -0.22 -0.99
N: -1.77 -1.30 -0.71
H: -0.26 1.85 1.77
H: 0.95 2.43 0.50
H: 1.46 1.07 1.33
H: -1.18 2.58 -0.91
H: -1.91 2.04 0.47
H: -2.12 1.04 -1.03
H: -0.48 -2.19 1.67
H: 0.51 -1.07 1.81
H: 0.86 -2.33 0.62
H: 2.62 0.74 -0.90
H: 3.44 -0.75 0.03
H: 2.56 -0.68 -1.76
H: -2.29 -1.99 -0.20
H: -1.53 -1.91 -1.54
H: -2.50 -0.62 -0.97

Lowest unoccupied orbital energy (spin up / spin down) (eV): -5.02 / -3.45
E_HOMO (spin up / spin down) (eV): -12.14 / -13.65
Energy relative to the best compared isomer or geometry (same formula, charge and spin) (kJ/mol): 679.7
Gap between HOMO and LUMO (spin up / spin down) (eV): 7.11 / 10.20
Multiplicity: 1
Charge: +1

These are the Mulliken partial charges, in e, on atoms 1 to 6: number 1, C, carries 0.90; number 2, C, carries 0.85; number 3, C, carries -1.43; number 4, C, carries -1.46; number 5, C, carries -1.63; number 6, C, carries -0.85

---

Formula: C6H15N2
Source: OMol25
Level of theory: ωB97M-V/def2-TZVPD

Atoms and positions in Å:
C: 3.24 -0.24 0.59
C: 2.21 0.57 -0.16
C: 0.99 0.95 0.71
C: -0.23 1.14 -0.14
C: -0.30 2.36 -0.83
C: -2.09 0.23 -1.25
N: -1.03 0.12 -0.27
N: -2.95 -3.47 0.89
H: 3.87 0.36 1.24
H: 2.79 -1.04 1.19
H: 3.94 -0.77 -0.06
H: 1.83 -0.03 -1.00
H: 1.24 1.88 1.23
H: 2.70 1.46 -0.57
H: 0.49 3.09 -0.65
H: -1.15 2.63 -1.46
H: -2.70 1.13 -1.14
H: -2.79 -0.60 -1.18
H: -1.67 0.15 -2.25
H: -3.06 -2.45 0.95
H: 0.81 0.25 1.53
H: -3.85 -3.95 1.00
H: -2.32 -3.78 1.64

Lowest unoccupied orbital energy (spin up / spin down) (eV): -11.10 / -13.42
E_HOMO (spin up / spin down) (eV): -17.55 / -17.55
Energy relative to the best compared isomer or geometry (same formula, charge and spin) (kJ/mol): 593.1
Gap between HOMO and LUMO (spin up / spin down) (eV): 6.44 / 4.13
Multiplicity: 2
Charge: +2

These are the Mulliken partial charges, in e, on atoms 1 to 6: number 1, C, carries -1.36; number 2, C, carries -0.27; number 3, C, carries -0.77; number 4, C, carries 0.71; number 5, C, carries -0.54; number 6, C, carries -0.87

---

Formula: C6H15N2O
Source: OMol25
Level of theory: ωB97M-V/def2-TZVPD

Atoms and positions in Å:
C: -0.49 -1.91 1.68
C: 1.97 0.58 -0.23
C: 0.63 -1.07 -1.55
C: -0.24 1.55 0.99
C: -0.97 1.77 -1.34
C: 0.79 0.18 -0.72
N: -0.91 -2.68 2.69
N: -0.40 0.87 -0.31
O: -1.29 -1.33 0.90
H: 2.19 1.32 0.66
H: 0.57 -1.78 1.63
H: 2.78 -0.14 -0.34
H: 1.53 -1.52 -1.42
H: -0.17 -1.79 -1.16
H: 0.53 -1.04 -2.60
H: 0.24 0.74 1.63
H: 0.50 2.32 1.04
H: -1.15 1.89 1.46
H: -0.35 2.59 -1.39
H: -1.16 1.21 -2.20
H: -1.99 2.05 -1.12
H: -0.13 -3.24 3.13
H: -1.75 -3.08 2.53
H: -0.98 -0.02 -0.17

Lowest unoccupied orbital energy (eV): -2.63
E_HOMO (eV): -14.11
Energy relative to the best compared isomer or geometry (same formula, charge and spin) (kJ/mol): 124.6
Gap between HOMO and LUMO (eV): 11.49
Multiplicity: 1
Charge: +1

These are the Mulliken partial charges, in e, on atoms 1 to 6: number 1, C, carries 0.22; number 2, C, carries -0.80; number 3, C, carries -1.40; number 4, C, carries -1.09; number 5, C, carries -0.94; number 6, C, carries 0.54

---

Formula: C6H15N3
Source: OMol25
Level of theory: ωB97M-V/def2-TZVPD

Atoms and positions in Å:
C: 2.12 0.98 0.26
C: -0.62 -0.64 -0.38
C: 3.33 0.47 -0.43
C: -1.42 -0.62 -1.68
C: -0.89 -1.92 0.41
N: 1.56 0.42 1.26
C: -1.00 0.78 0.58
N: -2.21 0.59 1.23
N: -0.72 1.95 0.16
H: 1.32 0.92 2.11
H: 1.49 1.59 -0.39
H: 0.42 -0.68 -0.70
H: -2.59 1.35 1.77
H: -2.52 -0.32 1.52
H: -1.43 2.65 0.35
H: 3.87 1.31 -0.87
H: 3.02 -0.18 -1.26
H: 4.01 -0.06 0.22
H: -1.09 0.22 -2.30
H: -2.49 -0.54 -1.48
H: -1.21 -1.52 -2.26
H: -0.42 -1.89 1.39
H: -1.96 -2.03 0.61
H: -0.57 -2.81 -0.13

Lowest unoccupied orbital energy (eV): 0.96
E_HOMO (eV): -7.83
Energy relative to the best compared isomer or geometry (same formula, charge and spin) (kJ/mol): 327.5
Gap between HOMO and LUMO (eV): 8.79
SMILES: [H]/N=C(\N)C(C)C.[H]/N=C/C
Multiplicity: 1
Charge: 0

These are the Mulliken partial charges, in e, on atoms 1 to 6: number 1, C, carries 0.16; number 2, C, carries 1.17; number 3, C, carries -1.09; number 4, C, carries -1.56; number 5, C, carries -1.70; number 6, N, carries -0.62

---

Formula: C6H15N3
Source: OMol25
Level of theory: ωB97M-V/def2-TZVPD

Atoms and positions in Å:
C: -1.06 -1.65 2.37
C: -0.87 -0.47 0.17
C: 0.58 -0.05 -2.32
C: -0.11 2.01 -0.78
C: 1.88 0.42 -0.34
C: 0.68 0.80 -1.13
N: -0.67 -1.79 3.62
N: -2.07 -0.54 -0.30
N: -0.61 -0.70 1.57
H: -1.97 -2.06 1.91
H: 0.84 -1.11 -2.34
H: 1.23 0.34 -3.01
H: -0.38 0.15 -2.93
H: 0.45 2.83 -1.39
H: 0.01 2.41 0.25
H: -1.10 1.83 -1.27
H: 2.76 0.29 -0.91
H: 1.97 -0.57 0.16
H: 2.18 1.15 0.27
H: -1.21 -2.33 4.28
H: 0.12 -1.46 4.14
H: -2.14 -0.56 -1.31
H: -3.01 -0.64 0.15
H: 0.19 -0.12 1.70

Lowest unoccupied orbital energy (eV): -8.44
E_HOMO (eV): -17.53
Energy relative to the best compared isomer or geometry (same formula, charge and spin) (kJ/mol): 375.6
Gap between HOMO and LUMO (eV): 9.09
Multiplicity: 1
Charge: +2

These are the Mulliken partial charges, in e, on atoms 1 to 6: number 1, C, carries 0.31; number 2, C, carries 0.03; number 3, C, carries -1.37; number 4, C, carries -1.01; number 5, C, carries -1.88; number 6, C, carries 1.20

---

Formula: C6H15N3O2
Source: OMol25
Level of theory: ωB97M-V/def2-TZVPD

Atoms and positions in Å:
C: -0.55 0.02 1.62
C: -0.22 -0.35 0.19
C: 1.28 -0.56 -0.04
C: 2.19 0.66 0.09
C: -0.90 0.55 -0.85
C: -0.76 2.05 -0.69
H: -0.21 1.06 1.71
H: -0.09 -0.60 2.40
H: -1.64 0.11 1.77
H: 1.59 -1.30 0.71
H: 1.37 -1.03 -1.03
H: 1.98 1.28 1.02
H: 2.08 1.40 -0.71
H: 3.82 -0.03 -0.84
H: 3.75 -0.48 0.77
H: -1.97 0.31 -0.82
H: -0.44 0.22 -1.78
H: -0.83 2.60 -1.72
H: 0.22 2.36 -0.29
H: -2.69 2.57 -0.32
H: -2.02 1.98 1.00
N: 3.59 0.31 0.07
N: -1.84 2.59 0.20
N: -0.81 -1.64 -0.13
O: -1.57 -2.10 0.69
O: -0.66 -2.09 -1.27

Lowest unoccupied orbital energy (eV): 0.26
E_HOMO (eV): -9.69
Energy relative to the best compared isomer or geometry (same formula, charge and spin) (kJ/mol): 300.2
Gap between HOMO and LUMO (eV): 9.95
SMILES: CC(CCN)(CCN)[N+](=O)[O-]
Multiplicity: 1
Charge: 0

These are the Mulliken partial charges, in e, on atoms 1 to 6: number 1, C, carries -2.27; number 2, C, carries 1.47; number 3, C, carries -0.78; number 4, C, carries -0.64; number 5, C, carries -1.09; number 6, C, carries -0.50

---

Formula: C6H15N3O3
Source: OMol25
Level of theory: ωB97M-V/def2-TZVPD

Atoms and positions in Å:
N: -1.81 -2.10 2.10
C: -1.97 -1.53 0.92
N: -1.84 -2.17 -0.25
N: -2.34 -0.26 0.87
C: -1.34 0.54 0.12
C: -0.06 0.72 0.93
C: 0.59 2.09 0.75
O: -0.26 3.16 1.13
H: -1.14 -1.62 2.70
H: -1.65 -3.10 2.05
H: -1.01 -2.66 -0.56
H: -2.63 -2.18 -0.87
H: -2.44 0.09 1.82
H: -1.06 0.03 -0.80
H: -1.78 1.49 -0.20
H: -0.27 0.59 2.00
H: 0.67 -0.02 0.59
H: 0.88 2.26 -0.29
H: 1.50 2.13 1.34
H: -0.95 2.85 1.73
C: 2.83 0.57 -2.47
C: 2.54 -0.89 -2.07
O: 3.52 -1.65 -2.00
O: 1.33 -1.16 -1.85
H: 3.89 0.73 -2.64
H: 2.29 0.82 -3.39
H: 2.50 1.25 -1.68

Lowest unoccupied orbital energy (eV): -1.10
E_HOMO (eV): -6.80
Energy relative to the best compared isomer or geometry (same formula, charge and spin) (kJ/mol): 351.0
Gap between HOMO and LUMO (eV): 5.71
Multiplicity: 1
Charge: 0

These are the Mulliken partial charges, in e, on atoms 1 to 6: number 1, N, carries -0.39; number 2, C, carries 0.41; number 3, N, carries -0.33; number 4, N, carries -0.21; number 5, C, carries -0.80; number 6, C, carries -0.33

---

Formula: C6H15N3O7P
Source: OMol25
Level of theory: ωB97M-V/def2-TZVPD

Atoms and positions in Å:
C: 1.18 -3.52 0.65
O: 0.43 -2.30 1.00
C: 0.22 -1.41 -0.15
C: -1.31 -0.76 -0.02
P: -2.69 -2.07 0.13
O: -2.49 -3.08 1.37
O: -4.18 -1.20 0.51
O: -2.97 -2.98 -1.36
C: 1.26 -0.14 -0.25
N: 1.85 0.31 1.06
C: 2.49 -0.35 -1.33
O: 3.05 0.80 -1.80
O: 3.05 -1.63 -1.77
H: 0.51 -4.34 0.15
H: 1.57 -3.98 1.67
H: 2.13 -3.32 -0.01
H: 0.33 -2.03 -1.16
H: -1.49 -0.19 -1.05
H: -1.28 0.04 0.84
H: -4.12 -0.25 0.15
H: -2.11 -3.08 -1.87
H: 0.62 0.77 -0.67
H: 1.30 0.00 1.89
H: 1.74 1.37 1.06
C: -0.05 3.73 0.33
O: -0.46 2.69 0.82
N: 0.18 3.87 -0.99
N: 0.20 4.83 1.06
H: 0.51 4.72 -1.42
H: 0.00 3.06 -1.58
H: 0.04 4.76 2.05
H: 0.53 5.69 0.67

Lowest unoccupied orbital energy (eV): 2.39
E_HOMO (eV): -4.25
Energy relative to the best compared isomer or geometry (same formula, charge and spin) (kJ/mol): 511.7
Gap between HOMO and LUMO (eV): 6.65
Multiplicity: 1
Charge: -1

These are the Mulliken partial charges, in e, on atoms 1 to 6: number 1, C, carries -0.57; number 2, O, carries -0.32; number 3, C, carries -0.18; number 4, C, carries -0.49; number 5, P, carries 1.03; number 6, O, carries -0.65

---

Formula: C6H15N4OSr
Source: OMol25
Level of theory: ωB97M-V/def2-TZVPD

Atoms and positions in Å:
C: -1.97 0.76 -2.17
Sr: 0.23 0.08 0.14
N: -1.74 0.50 1.77
H: 1.61 -0.46 -1.72
H: -1.51 -0.22 -1.78
H: -1.81 0.71 -3.26
H: -1.57 1.70 -1.78
H: -3.05 0.78 -1.91
H: -1.26 1.09 2.46
H: -2.05 -0.39 2.17
H: -2.49 1.00 1.26
C: 5.35 -0.33 2.04
N: 3.98 -0.77 2.35
C: 3.83 -1.55 3.46
C: 2.59 -2.03 3.81
C: 1.52 -1.68 2.96
N: 1.66 -0.88 1.90
C: 2.91 -0.42 1.57
O: 2.97 0.32 0.56
N: 0.23 -2.11 3.24
H: 5.77 0.25 2.87
H: 5.34 0.29 1.14
H: 6.02 -1.18 1.90
H: 4.73 -1.76 4.02
H: 2.42 -2.65 4.67
H: 0.10 -2.73 4.02
H: -0.53 -1.99 2.55

Lowest unoccupied orbital energy (spin up / spin down) (eV): 2.85 / 3.11
E_HOMO (spin up / spin down) (eV): -1.42 / -0.53
Energy relative to the best compared isomer or geometry (same formula, charge and spin) (kJ/mol): 0.0
Gap between HOMO and LUMO (spin up / spin down) (eV): 4.27 / 3.64
Multiplicity: 1
Charge: -1

These are the Mulliken partial charges, in e, on atoms 1 to 6: number 1, C, carries -0.46; number 2, Sr, carries -0.67; number 3, N, carries 0.38; number 4, H, carries -0.27; number 5, H, carries 0.06; number 6, H, carries 0.30

---

Formula: C6H15N5
Source: OMol25
Level of theory: ωB97M-V/def2-TZVPD

Atoms and positions in Å:
C: -0.79 -0.17 2.41
C: 1.07 0.60 0.87
C: 0.54 0.70 2.29
C: -0.58 -1.09 0.25
C: 2.46 1.48 -1.00
C: -0.93 -2.56 -1.88
N: -1.27 -0.88 1.44
N: 0.49 -0.24 0.01
N: -1.93 1.09 -0.84
N: 1.91 1.47 0.38
N: -1.10 -2.05 -0.49
H: -1.30 -0.08 3.30
H: 0.20 1.67 2.48
H: 1.07 0.39 3.12
H: 1.71 1.95 -1.58
H: 2.70 0.47 -1.41
H: 3.39 2.12 -0.89
H: -1.70 -2.01 -2.42
H: 0.07 -2.57 -2.14
H: -1.13 -3.67 -1.89
H: 0.92 -0.46 -0.93
H: -1.31 1.79 -1.11
H: -2.91 1.40 -1.15
H: 2.23 2.10 1.07
H: -1.84 -2.51 -0.02
H: -1.98 1.06 0.15

Lowest unoccupied orbital energy (eV): -8.83
E_HOMO (eV): -17.40
Energy relative to the best compared isomer or geometry (same formula, charge and spin) (kJ/mol): 4.1
Gap between HOMO and LUMO (eV): 8.56
Multiplicity: 1
Charge: +2

These are the Mulliken partial charges, in e, on atoms 1 to 6: number 1, C, carries -0.14; number 2, C, carries 0.66; number 3, C, carries -0.86; number 4, C, carries 0.40; number 5, C, carries -0.95; number 6, C, carries -0.89